Record 1
Here is an isolated molecule of C3H4N4O at a distorted geometry from the OMol25 dataset. Energies are from wB97M-V/def2-TZVPD.

```
! RIJCOSX wB97M-V def2-TZVPD def2/J DEFGRID3
* xyz 0 1
C 0.537 1.719 0.378
C 0.671 0.835 -0.693
C -0.036 -0.421 -0.440
H -0.887 -2.404 0.171
H 0.722 2.766 0.266
H 1.021 1.120 -1.673
H 0.666 -1.646 -1.919
N -0.632 -0.500 0.740
N -0.647 0.332 1.870
N -0.041 1.422 1.642
N 0.006 -1.523 -1.178
O -1.379 -1.701 0.838
*
```

Energy above the lowest of the compared OMol25 structures with the same formula, charge and spin in kcal/mol: 113.9
Gap between HOMO and LUMO in Ha: 0.31327

These are the natural (NBO) partial charges, in e, on atoms 1 to 8: number 1, C, carries -0.03; number 2, C, carries -0.23; number 3, C, carries 0.35; number 4, H, carries 0.53; number 5, H, carries 0.22; number 6, H, carries 0.24; number 7, H, carries 0.37; number 8, N, carries 0.03

Record 2
Here is C37H40CoN2O2Se2 as an isolated structure at a distorted geometry from the OMol25 dataset. Energies are from wB97M-V/def2-TZVPD.

```
! RIJCOSX wB97M-V def2-TZVPD def2/J DEFGRID3
* xyz 1 1
Co -0.215 0.499 0.520
C -1.786 4.573 4.345
Se -1.846 2.705 3.793
C -3.059 2.896 2.264
C -2.510 3.777 1.155
Se -1.377 2.852 -0.170
C -2.850 2.258 -1.285
H -2.796 4.929 4.533
H -1.296 5.187 3.595
H -1.210 4.602 5.266
H -3.995 3.301 2.648
H -3.242 1.878 1.926
H -1.903 4.588 1.550
H -3.317 4.222 0.573
H -3.292 3.128 -1.763
H -3.580 1.738 -0.669
H -2.444 1.578 -2.026
N 0.813 1.313 2.315
C 0.662 0.275 3.278
C 1.632 -0.113 4.159
C 1.381 -1.154 5.078
C 0.160 -1.765 5.126
C -0.851 -1.403 4.206
C -2.131 -1.997 4.160
C -3.003 -1.634 3.170
C -2.589 -0.704 2.203
N -1.423 -0.099 2.235
C -0.573 -0.408 3.248
H 1.758 1.672 2.292
H 0.159 2.080 2.509
H 2.596 0.382 4.154
H 2.169 -1.453 5.755
H -0.037 -2.548 5.846
H -2.402 -2.738 4.901
H -3.993 -2.064 3.108
H -3.244 -0.457 1.374
C -2.265 -5.049 -5.132
C -1.889 -4.109 -4.021
C -2.865 -3.544 -3.207
C -2.539 -2.655 -2.194
C -3.623 -2.069 -1.325
C -1.192 -2.342 -1.982
C -0.188 -2.918 -2.764
C 1.262 -2.581 -2.535
C -0.558 -3.792 -3.775
C -0.843 -1.330 -0.950
O -0.168 -1.598 0.073
O -1.226 -0.123 -1.102
H -3.294 -4.883 -5.445
H -2.172 -6.086 -4.803
H -1.609 -4.918 -5.992
H -3.906 -3.799 -3.373
H -4.569 -2.571 -1.517
H -3.744 -1.004 -1.529
H -3.378 -2.187 -0.267
H 1.483 -1.554 -2.841
H 1.908 -3.243 -3.108
H 1.517 -2.666 -1.479
H 0.213 -4.239 -4.393
C 6.318 -1.143 -1.714
C 5.689 -2.046 -0.870
C 4.450 -1.744 -0.332
C 3.812 -0.536 -0.628
C 4.446 0.357 -1.497
C 5.688 0.054 -2.028
C 2.501 -0.291 -0.003
C 1.677 0.720 -0.221
C 1.736 1.981 -0.917
C 1.143 2.145 -2.180
C 1.139 3.380 -2.802
C 1.686 4.489 -2.172
C 2.280 4.344 -0.925
C 2.318 3.106 -0.310
H 7.293 -1.369 -2.124
H 6.163 -2.988 -0.627
H 3.963 -2.452 0.329
H 3.972 1.293 -1.753
H 6.171 0.750 -2.702
H 2.189 -1.083 0.675
H 0.714 1.280 -2.674
H 0.707 3.481 -3.790
H 1.664 5.458 -2.652
H 2.724 5.200 -0.433
H 2.833 2.983 0.636
*
```

Energy above the lowest of the compared OMol25 structures with the same formula, charge and spin in kcal/mol: 30.3
Gap between HOMO and LUMO (alpha / beta) in Ha: 0.25583 / 0.25635

These are the Mulliken partial charges, in e, on atoms 1 to 8: number 1, Co, carries 0.22; number 2, C, carries -1.08; number 3, Se, carries 0.20; number 4, C, carries -0.36; number 5, C, carries -0.81; number 6, Se, carries 0.36; number 7, C, carries -1.02; number 8, H, carries 0.33

Record 3
Here is C14H18N4O3V as an isolated structure at a distorted geometry from the OMol25 dataset. Energies are from wB97M-V/def2-TZVPD.

```
! RIJCOSX wB97M-V def2-TZVPD def2/J DEFGRID3
* xyz 1 3
V 10.633 6.040 4.205
C 6.449 5.462 4.521
C 7.899 5.346 4.983
O 8.820 5.532 4.060
C 8.220 5.045 6.296
C 9.552 4.962 6.824
C 9.812 4.406 8.178
N 10.558 5.385 6.101
N 11.869 5.150 6.542
C 12.610 4.883 5.502
O 12.124 4.856 4.237
C 14.069 4.665 5.682
C 14.859 4.369 4.593
C 16.202 4.137 4.750
C 16.788 4.148 6.030
C 16.015 4.494 7.093
C 14.656 4.700 6.937
H 6.293 4.694 3.781
H 5.749 5.382 5.362
H 6.280 6.401 3.998
H 7.418 4.782 6.969
H 8.891 4.479 8.754
H 10.125 3.371 8.037
H 10.621 4.989 8.642
H 14.403 4.264 3.612
H 16.795 3.835 3.910
H 17.815 3.907 6.213
H 16.381 4.462 8.098
H 14.074 4.849 7.842
C 14.005 7.799 4.533
N 13.112 8.935 4.394
C 11.841 8.835 3.977
N 11.034 9.904 3.964
O 11.352 7.708 3.608
H 14.991 8.145 4.221
H 13.675 7.006 3.858
H 14.071 7.469 5.553
H 13.504 9.827 4.674
H 11.407 10.828 4.162
H 10.105 9.832 3.539
*
```

Gap between HOMO and LUMO (alpha / beta) in Ha: 0.28773 / 0.29741

These are the natural (NBO) partial charges, in e, on atoms 1 to 8: number 1, V, carries 1.56; number 2, C, carries -0.67; number 3, C, carries 0.48; number 4, O, carries -0.71; number 5, C, carries -0.42; number 6, C, carries 0.36; number 7, C, carries -0.67; number 8, N, carries -0.40

Record 4
Here is C4H7INO as an isolated structure at a distorted geometry from the OMol25 dataset. Energies are from wB97M-V/def2-TZVPD.

```
! RIJCOSX wB97M-V def2-TZVPD def2/J DEFGRID3
* xyz 1 1
C -1.037 1.072 -0.416
C -1.483 -0.858 0.691
C 1.475 1.061 -0.081
C 0.007 -0.599 0.803
N 0.156 0.574 0.217
O -2.017 0.176 0.140
I 0.257 -3.084 -0.619
H -1.233 2.032 -0.060
H -1.084 1.031 -1.445
H -1.956 -1.786 0.969
H 1.652 0.946 -1.239
H 2.207 0.489 0.594
H 1.415 2.067 0.164
H 1.641 -3.120 0.282
*
```

Energy above the lowest of the compared OMol25 structures with the same formula, charge and spin in kcal/mol: 83.5
Gap between HOMO and LUMO (alpha / beta) in Ha: 0.26017 / 0.26024

These are the natural (NBO) partial charges, in e, on atoms 1 to 8: number 1, C, carries 0.09; number 2, C, carries 0.35; number 3, C, carries -0.41; number 4, C, carries 0.02; number 5, N, carries -0.38; number 6, O, carries -0.35; number 7, I, carries 0.09; number 8, H, carries 0.23

Record 5
Here is a 7-piece molecular cluster, H14O7 overall at a distorted geometry from the OMol25 dataset. Energies are from wB97M-V/def2-TZVPD.

```
! RIJCOSX wB97M-V def2-TZVPD def2/J DEFGRID3
* xyz 0 1
O 0.088 2.402 -0.992
H 0.497 1.730 -1.569
H -0.126 3.059 -1.697
O -0.931 0.470 2.806
H -1.703 -0.049 2.982
H -1.122 1.397 3.026
O 1.796 -2.523 -1.881
H 0.905 -2.580 -1.615
H 2.041 -1.643 -1.683
O 0.606 -0.060 0.362
H 0.942 0.773 0.022
H 0.549 0.204 1.266
O 1.086 0.447 -2.723
H 0.829 -0.338 -3.160
H 1.226 1.037 -3.421
O -2.372 0.337 -0.359
H -2.591 0.993 0.289
H -1.427 0.269 -0.261
O -0.373 -2.251 2.892
H -0.389 -1.369 3.209
H 0.476 -2.300 2.506
*
```

Energy above the lowest of the compared OMol25 structures with the same formula, charge and spin in kcal/mol: 44.4
Gap between HOMO and LUMO in Ha: 0.39993

These are the natural (NBO) partial charges, in e, on atoms 1 to 8: number 1, O, carries -0.97; number 2, H, carries 0.48; number 3, H, carries 0.47; number 4, O, carries -0.97; number 5, H, carries 0.49; number 6, H, carries 0.49; number 7, O, carries -0.94; number 8, H, carries 0.47

Record 6
Here is C8H8N4 as an isolated structure at a distorted geometry from the OMol25 dataset. Energies are from wB97M-V/def2-TZVPD.

```
! RIJCOSX wB97M-V def2-TZVPD def2/J DEFGRID3
* xyz 0 1
C 1.886 -2.075 -0.022
C 2.711 -1.001 0.041
C 0.618 -0.367 0.240
C 1.200 2.426 0.009
C 2.179 1.497 -0.133
C -0.724 1.154 0.317
C -2.956 0.079 0.439
C -2.982 -1.023 -0.524
N 0.556 -1.612 0.133
N -0.118 2.206 0.110
N -2.022 0.925 0.579
N 1.897 0.130 0.153
H 2.014 -3.101 0.127
H 3.695 -0.985 -0.033
H 1.571 3.489 0.086
H 3.137 1.836 -0.045
H -3.867 0.284 0.942
H -2.252 -1.804 -0.157
H -2.550 -0.747 -1.466
H -3.991 -1.310 -0.797
*
```

Energy above the lowest of the compared OMol25 structures with the same formula, charge and spin in kcal/mol: 107.9
Gap between HOMO and LUMO in Ha: 0.28905

These are the natural (NBO) partial charges, in e, on atoms 1 to 8: number 1, C, carries -0.09; number 2, C, carries -0.09; number 3, C, carries 0.32; number 4, C, carries -0.03; number 5, C, carries -0.03; number 6, C, carries 0.54; number 7, C, carries 0.26; number 8, C, carries -0.73

Record 7
Here is C24H45ClN3O4SiSm as an isolated structure at a distorted geometry from the OMol25 dataset. Energies are from wB97M-V/def2-TZVPD.

```
! RIJCOSX wB97M-V def2-TZVPD def2/J DEFGRID3
* xyz 0 6
O 0.531 0.111 -2.001
C -0.348 0.257 -2.968
C -0.092 1.599 -3.636
C 0.570 2.613 -2.964
H 0.935 2.433 -1.956
C 0.764 3.848 -3.584
H 1.274 4.644 -3.045
C 0.308 4.056 -4.883
H 0.460 5.016 -5.369
C -0.340 3.020 -5.560
H -0.690 3.170 -6.577
C -0.539 1.796 -4.935
H -1.051 0.985 -5.452
H -0.133 -0.537 -3.687
C -2.125 -1.396 -2.269
C -1.805 0.040 -2.557
H -3.192 -1.603 -2.354
H -1.817 -1.682 -1.240
H -1.556 -2.027 -2.935
C -2.647 1.113 -2.371
C -4.062 1.055 -1.858
H -2.254 2.110 -2.577
H -4.747 1.450 -2.593
H -4.169 1.657 -0.944
H -4.359 0.031 -1.611
Sm 0.043 0.116 0.113
Cl -2.446 0.233 -0.074
C -1.105 0.245 2.739
O -0.200 -0.421 2.174
N -1.235 0.114 4.041
C -0.695 -1.044 4.741
C -1.923 1.121 4.811
H -1.789 0.933 2.217
H -0.132 -1.657 4.039
H -1.518 -1.629 5.174
H -0.043 -0.706 5.554
H -2.117 1.995 4.176
H -1.303 1.430 5.662
H -2.875 0.731 5.185
H 4.825 1.881 -2.040
H 4.706 2.224 0.662
C 3.744 1.769 -1.905
C 3.645 1.961 0.563
N 3.462 1.146 -0.623
H 3.335 1.155 -2.714
C 2.897 -0.051 -0.576
O 2.160 -0.420 0.370
H 3.296 1.416 1.441
H 3.145 -0.735 -1.388
H 3.274 2.762 -1.933
H 3.056 2.881 0.455
H -0.092 -5.390 0.546
H 2.105 -5.556 -1.075
C -0.473 -4.850 -0.329
C 1.588 -4.836 -1.719
N 0.607 -4.106 -0.960
H -1.264 -4.168 -0.025
C 0.643 -2.786 -0.897
O -0.163 -2.175 -0.153
H 2.316 -4.127 -2.133
H 1.378 -2.270 -1.537
H -0.875 -5.574 -1.047
H 1.102 -5.379 -2.538
C 1.675 4.849 2.047
Si 0.535 3.353 2.207
C 1.380 2.357 3.571
C -1.061 4.159 2.764
C 0.207 2.550 0.536
H 1.723 5.362 3.015
H 1.267 5.535 1.294
H 2.690 4.552 1.770
H 0.831 1.457 3.867
H 2.392 2.050 3.275
H 1.482 2.992 4.464
H -1.298 4.963 2.054
H -1.895 3.449 2.740
H -0.934 4.591 3.765
H 1.094 2.882 -0.053
H -0.648 3.080 0.040
*
```

Gap between HOMO and LUMO (alpha / beta) in Ha: 0.24676 / 0.24709

These are the Mulliken partial charges, in e, on atoms 1 to 8: number 1, O, carries -0.14; number 2, C, carries 0.59; number 3, C, carries -1.26; number 4, C, carries 1.83; number 5, H, carries -0.30; number 6, C, carries -1.16; number 7, H, carries 0.43; number 8, C, carries -0.57

Record 8
Here is a 12-piece molecular cluster, H24O12 overall at a distorted geometry from the OMol25 dataset. Energies are from wB97M-V/def2-TZVPD.

```
! RIJCOSX wB97M-V def2-TZVPD def2/J DEFGRID3
* xyz 0 1
O 2.535 -2.110 -1.233
H 2.202 -2.971 -0.987
H 3.104 -2.098 -2.002
O 0.538 1.217 0.817
H 0.082 1.879 0.295
H 0.053 0.408 0.625
O 2.785 0.425 -1.023
H 2.669 1.174 -0.429
H 2.960 -0.294 -0.417
O -2.801 0.749 1.870
H -3.136 -0.029 2.314
H -3.400 1.333 1.409
O -0.942 -3.628 0.875
H -0.069 -3.421 0.563
H -1.119 -4.553 0.700
O -0.766 0.782 3.960
H -1.618 0.755 3.527
H -0.214 1.399 3.474
O -3.524 0.349 -2.048
H -2.661 0.275 -1.642
H -4.134 -0.313 -1.744
O 0.337 -3.871 -1.960
H 0.087 -3.052 -1.525
H 1.277 -3.934 -2.109
O 0.045 3.931 0.722
H -0.093 4.815 1.078
H -0.860 3.630 0.603
O 2.980 -1.495 2.344
H 2.646 -0.604 2.470
H 3.290 -1.582 1.440
O -1.239 3.363 -2.523
H -2.143 3.666 -2.423
H -1.232 2.714 -3.231
O 0.215 0.323 -1.614
H 0.631 0.227 -2.460
H 0.926 0.671 -1.023
*
```

Energy above the lowest of the compared OMol25 structures with the same formula, charge and spin in kcal/mol: 70.1
Gap between HOMO and LUMO in Ha: 0.39357

These are the natural (NBO) partial charges, in e, on atoms 1 to 8: number 1, O, carries -0.97; number 2, H, carries 0.47; number 3, H, carries 0.49; number 4, O, carries -0.96; number 5, H, carries 0.49; number 6, H, carries 0.48; number 7, O, carries -0.95; number 8, H, carries 0.48

Record 9
Here is an isolated molecule of C19H22N2O5S2 from the OMol25 dataset. Energies are from wB97M-V/def2-TZVPD.

```
! RIJCOSX wB97M-V def2-TZVPD def2/J DEFGRID3
* xyz 0 1
C 2.329 -2.760 1.666
H 1.453 -3.413 1.634
H 2.501 -2.425 2.694
H 3.200 -3.312 1.316
O 2.192 -1.668 0.784
C 1.147 -0.822 0.945
C 0.218 -0.897 1.981
C -0.804 0.036 2.060
C -0.906 1.029 1.109
C 0.002 1.117 0.071
C 1.035 0.202 -0.014
C 1.962 0.206 -1.201
O 1.605 -0.254 -2.268
N 3.169 0.773 -1.011
C 3.689 1.272 0.240
H 2.914 1.265 1.006
C 4.880 0.401 0.663
H 5.362 0.808 1.554
O 5.867 0.372 -0.341
C 5.349 -0.137 -1.552
H 6.173 -0.120 -2.266
C 4.176 0.712 -2.051
H 3.723 0.269 -2.938
H 4.521 1.727 -2.275
H 5.008 -1.173 -1.408
H 4.522 -0.619 0.868
H 4.034 2.302 0.088
H -0.102 1.895 -0.668
S -2.218 2.234 1.231
O -3.201 1.751 2.155
O -1.646 3.530 1.447
N -2.820 2.294 -0.329
C -3.703 1.354 -0.848
C -4.557 1.676 -1.898
C -5.398 0.706 -2.417
C -5.409 -0.572 -1.897
C -4.557 -0.890 -0.842
C -3.698 0.066 -0.327
H -3.029 -0.154 0.485
S -4.627 -2.542 -0.227
C -3.532 -2.514 1.221
H -3.634 -3.491 1.682
H -2.503 -2.356 0.908
H -3.857 -1.740 1.911
H -6.067 -1.329 -2.292
H -6.059 0.956 -3.234
H -4.557 2.677 -2.303
H -2.896 3.232 -0.690
H -1.534 -0.003 2.853
H 0.282 -1.672 2.727
*
```

Energy above the lowest of the compared OMol25 structures with the same formula, charge and spin in kcal/mol: 37.9
Gap between HOMO and LUMO in Ha: 0.30909

These are the natural (NBO) partial charges, in e, on atoms 1 to 8: number 1, C, carries -0.26; number 2, H, carries 0.19; number 3, H, carries 0.18; number 4, H, carries 0.21; number 5, O, carries -0.50; number 6, C, carries 0.33; number 7, C, carries -0.30; number 8, C, carries -0.17

Record 10
Here is C6H10AuIN4O5 as an isolated structure from the OMol25 dataset. Energies are from wB97M-V/def2-TZVPD.

```
! RIJCOSX wB97M-V def2-TZVPD def2/J DEFGRID3
* xyz 2 1
Au -0.155 -0.225 -1.572
N 1.900 0.037 -1.031
C 2.068 1.311 -0.279
C 1.093 2.419 -0.637
O 1.172 3.501 -0.160
N 0.044 2.049 -1.592
C -0.791 2.972 -1.872
C -3.240 0.699 -1.676
O -3.966 1.554 -1.462
O -2.482 -0.174 -1.899
H 2.145 -0.737 -0.416
H 2.516 0.012 -1.841
H 3.074 1.707 -0.420
H 1.930 1.097 0.779
H -1.542 2.812 -2.641
H -0.744 3.941 -1.374
N -0.286 -0.876 3.224
C -0.289 -1.441 2.023
O 0.039 -0.820 0.994
C -0.678 -2.892 1.956
I 1.079 -4.045 1.588
H -0.006 0.086 3.331
H -0.533 -1.390 4.054
H -1.351 -3.057 1.118
H -1.139 -3.266 2.864
O 0.502 -2.980 -1.475
N -0.359 -2.293 -1.584
*
```

Energy above the lowest of the compared OMol25 structures with the same formula, charge and spin in kcal/mol: 0.0
Gap between HOMO and LUMO (alpha / beta) in Ha: 0.22418 / 0.22400

These are the natural (NBO) partial charges, in e, on atoms 1 to 8: number 1, Au, carries 1.14; number 2, N, carries -0.82; number 3, C, carries -0.36; number 4, C, carries 0.66; number 5, O, carries -0.44; number 6, N, carries -0.66; number 7, C, carries 0.13; number 8, C, carries 1.07

Respective E_tot values: -410.8217; -7879.3360; -1932.9178; -583.8867; -535.0531; -528.5198; -2814.3666; -917.2136; -2019.2891; -1262.5617 a.u..